26
Properties=species:S:1:pos:R:3:forces:R:3:lowdin_charge:R:1 method="wB97M-V/def2-TZVPD" spin_multiplicity=1 lumo_ev=-0.482 de_lowest_ev=2.940 molar_mass_g_mol=227.2 homo_ev=-9.0
C 2.383 -2.856 0.000 -1.1 -0.5 0.7 -0.04
N 2.756 -1.567 0.563 -1.6 1.9 -0.5 -0.14
N 3.982 -1.329 1.072 -0.1 -0.7 -0.2 0.05
C 4.075 -0.056 1.358 -3.0 1.3 -1.1 -0.13
C 2.820 0.622 1.001 0.8 -0.5 0.2 0.00
C 1.988 -0.362 0.504 1.8 -0.4 0.7 -0.17
N 0.617 -0.218 0.112 -1.9 -0.7 0.2 0.05
N -0.236 -1.246 0.484 -1.5 -0.4 0.6 0.08
N -1.521 -1.176 0.432 2.3 -0.4 0.1 0.08
C -2.184 -0.049 -0.048 0.2 0.7 -0.3 -0.22
C -3.598 0.000 -0.051 0.0 0.0 -0.2 0.00
C -4.237 1.089 -0.636 0.6 0.2 0.7 -0.06
C -3.488 2.172 -1.108 0.7 0.3 0.0 -0.07
C -2.105 2.156 -1.038 0.7 -0.2 -0.3 0.00
C -1.426 1.017 -0.542 -1.0 -0.3 0.6 -0.07
C 0.038 0.929 -0.441 1.3 1.9 -1.7 -0.35
O 0.719 1.824 -0.927 0.0 -0.6 0.7 0.08
H 1.987 -2.779 -1.014 -0.1 0.4 0.1 0.08
H 3.259 -3.466 -0.098 0.5 -0.2 0.3 0.07
H 1.596 -3.379 0.626 1.0 0.6 -0.6 0.10
H 4.920 0.468 1.761 0.4 -0.5 0.1 0.09
H 2.607 1.690 1.090 0.0 -0.6 0.0 0.10
H -4.159 -0.815 0.415 0.2 0.2 -0.3 0.12
H -5.301 1.252 -0.620 -0.3 -0.6 0.0 0.10
H -3.970 3.080 -1.483 0.0 -0.5 0.1 0.11
H -1.522 3.000 -1.415 -0.1 -0.3 0.2 0.12